The following is a quantum chemistry calculation of a gas-phase ion, C4H9N2O (charge +1) at a distorted geometry, from the Open Molecules 2025 dataset.

Values from the calculation:
E_HOMO ... -13.8 eV
Net charge ... +1
Energy above the lowest of the compared OMol25 structures with the same formula, charge and spin ... 3.4963 eV
Orbital gap ... 0.329 hartree

```
16
Properties=species:S:1:pos:R:3:forces:R:3:mulliken_charge:R:1
H 2.134 0.193 -1.308 0.9 0.5 0.0 0.3317
H -2.289 0.182 1.085 0.4 -0.6 1.2 0.3366
O 2.272 0.340 2.149 0.6 -0.4 -0.4 -0.3027
C -0.751 0.093 -0.392 1.8 -3.1 1.2 0.8065
N 0.431 0.535 -0.139 1.0 1.4 0.4 -0.3748
N -0.878 -1.144 -0.939 -1.1 -1.8 -1.4 -0.4253
H -1.775 -1.652 -0.972 0.4 1.1 0.2 0.2255
C 2.159 0.647 0.920 -1.3 -0.3 -0.5 0.1376
C 1.736 -0.054 -0.341 -1.4 -2.7 0.9 -0.5909
H 2.539 -0.564 2.320 -0.2 -1.0 0.2 0.3887
H -1.746 1.715 0.408 -0.9 -0.1 -0.4 0.3182
H 1.813 -1.174 -0.190 -0.3 0.9 -0.3 0.3395
C -1.975 0.665 0.193 1.4 1.0 -0.1 -1.2348
H -0.243 -1.667 -1.561 0.1 1.1 0.8 0.2134
H 2.080 1.652 0.841 0.2 3.3 -0.5 0.4144
H -2.722 0.366 -0.474 -1.7 0.8 -1.2 0.4164
```
Forces are in eV/Å.

The following is a quantum chemistry calculation of 2 unconnected molecules or ions with the total composition CHF2O2S at a distorted geometry, from the Open Molecules 2025 dataset.

Values from the calculation:
E_HOMO (spin up / spin down) ... -2.0 / -3.2 eV
Net charge ... -1
Energy above the lowest of the compared OMol25 structures with the same formula, charge and spin ... 1.7623 eV
Orbital gap (spin up / spin down) ... 0.210 / 0.258 hartree

```
7
Properties=species:S:1:pos:R:3:forces:R:3:mulliken_charge:R:1
C 0.377 0.086 -0.679 1.5 1.2 0.1 -0.0678
O 3.786 -1.123 -0.358 0.4 -2.3 -1.9 -0.4598
S 3.485 0.267 -0.250 -1.0 -0.1 0.6 0.5351
O 3.828 0.613 1.109 -0.1 2.1 1.2 -0.5083
F 0.409 0.588 -1.982 0.2 0.4 -0.4 -0.2521
F -0.554 -0.920 -0.800 -0.4 0.0 0.8 -0.2636
H 0.042 0.988 -0.064 -0.5 -1.3 -0.4 0.0166
```
Forces are in eV/Å.

The following is a quantum chemistry calculation of a molecular structure, C22H25ClN2OPSTl at a distorted geometry, from the Open Molecules 2025 dataset.

Values from the calculation:
E_HOMO (spin up / spin down) ... -14.6 / -14.4 eV
Net charge ... +2
Energy above the lowest of the compared OMol25 structures with the same formula, charge and spin ... 0.0000 eV
Orbital gap (spin up / spin down) ... 0.185 / 0.175 hartree

```
54
Properties=species:S:1:pos:R:3:forces:R:3:mulliken_charge:R:1
C -0.039 4.049 -3.468 -0.4 -0.1 0.1 -0.7814
C -1.196 0.950 5.906 -0.3 -0.1 0.5 -0.9646
N -1.050 0.186 4.651 0.7 0.6 -1.5 -0.2283
H 1.948 -3.168 -5.722 0.1 0.3 0.3 0.4221
Tl -0.893 -1.257 0.585 1.0 -0.1 0.3 0.7370
C 1.235 -1.030 -3.158 0.2 0.1 1.0 0.4682
H 1.788 -0.539 6.753 -0.4 -0.2 -0.2 0.3073
H -0.210 1.092 6.358 -0.4 0.0 0.0 0.4204
C -3.641 -1.405 -3.555 0.1 -0.2 0.1 -0.6268
H -2.220 -3.791 -0.314 -0.4 0.0 0.0 -0.1000
H 1.473 5.245 -4.434 -0.1 -0.2 0.0 0.4187
H -1.873 0.421 6.593 0.4 0.2 -0.2 0.2999
O 0.246 3.209 0.139 -0.5 -2.2 0.1 -0.1452
Cl 0.672 -3.143 -0.105 -0.6 0.6 0.2 -0.3517
C 1.177 4.244 -4.124 0.1 0.1 0.2 -0.5074
N 1.256 -0.224 4.736 -0.5 -0.3 -1.7 -0.1882
C 2.418 -1.174 -2.403 -0.1 -0.3 -0.2 -0.1130
C -2.428 -1.189 -2.917 -0.1 0.4 -0.3 -0.0674
C -2.947 0.030 -5.382 0.1 -0.2 0.2 -0.7646
H -1.811 0.369 3.985 0.6 0.0 0.5 0.2941
H 4.008 -3.467 -4.356 -0.3 0.3 0.1 0.4008
C 2.037 3.167 -4.342 -0.1 -0.4 0.0 -0.6878
H -2.962 -3.650 -0.292 0.3 0.0 0.0 0.1347
H -4.872 -0.948 -5.268 0.4 0.0 0.1 0.4104
C 3.243 -2.751 -4.037 0.0 0.0 0.3 -0.5002
H -4.374 -2.041 -3.063 0.1 0.0 -0.3 0.4208
H -3.151 0.488 -6.347 0.1 -0.1 0.2 0.4346
C 0.491 1.713 -3.198 -0.4 -0.6 1.0 0.2417
C 1.184 -1.016 5.967 -0.1 0.2 0.5 -0.9170
C -0.385 2.792 -2.998 0.1 0.3 0.0 -0.2900
H 0.173 -1.601 -4.977 0.2 -0.1 0.3 0.3934
H -0.718 4.878 -3.291 0.1 0.0 -0.1 0.4312
C -1.502 -0.284 -3.470 0.1 -0.1 1.0 0.3991
C 0.173 0.150 4.024 0.0 -0.9 1.8 0.5118
H 2.983 3.312 -4.849 -0.1 0.0 0.0 0.4442
H -1.330 2.636 -2.478 0.2 0.1 -0.1 0.4814
H 1.546 -2.036 5.803 0.1 0.3 -0.2 0.3178
H 2.349 1.050 -4.105 -0.1 0.2 0.1 0.3646
H -2.193 -1.717 -1.992 -0.2 0.2 -0.1 -0.2255
H -1.628 1.929 5.675 0.1 -0.2 0.1 0.3304
H 2.090 -0.367 4.146 -0.6 0.4 0.6 0.2766
H 2.515 -0.646 -1.453 0.1 -0.2 -0.2 0.3722
H 4.315 -2.155 -2.233 -0.2 0.0 -0.3 0.4248
C -1.745 0.296 -4.726 -0.3 0.3 0.0 0.1256
C 3.418 -2.033 -2.844 0.0 0.1 0.0 -0.6682
P -0.016 0.112 -2.445 0.4 -0.1 -4.2 0.6260
C 1.070 -1.725 -4.369 0.0 -0.4 0.0 -0.1363
H -1.015 0.957 -5.196 -0.2 -0.2 0.2 0.4986
C 2.078 -2.596 -4.800 -0.1 0.3 0.2 -0.6899
H 0.130 -1.072 6.244 0.4 -0.1 0.2 0.4099
C -3.903 -0.800 -4.787 -0.1 0.2 0.1 -0.4821
C 1.692 1.894 -3.899 0.4 0.2 0.1 -0.2051
S 0.403 0.602 2.370 -0.4 -0.5 -0.2 -0.2680
C 0.012 2.093 0.132 0.5 2.6 -0.4 0.0902
```
Forces are in eV/Å.

The following is a quantum chemistry calculation of a molecular structure, C20H24I2IrN6OS2Se, from the Open Molecules 2025 dataset.

Values from the calculation:
Spin multiplicity ... 5
E_HOMO (spin up / spin down) ... -10.1 / -10.8 eV
Net charge ... +1
Energy above the lowest of the compared OMol25 structures with the same formula, charge and spin ... 0.3205 eV
Orbital gap (spin up / spin down) ... 0.245 / 0.222 hartree

```
57
Properties=species:S:1:pos:R:3:forces:R:3:mulliken_spin:R:1
H -1.676 -2.113 -0.091 0.0 0.1 0.0 -0.0143
C -4.172 0.671 1.538 0.2 0.2 0.1 0.0107
C 1.246 -0.936 -3.378 0.0 0.0 0.2 -0.0007
I 5.118 0.062 2.472 0.0 0.0 -0.1 0.0653
H 2.836 2.892 -1.181 0.0 0.0 0.0 0.0020
C -2.405 1.604 -2.709 0.0 -0.1 0.1 -0.0097
N 2.709 0.933 -1.907 0.0 0.1 0.0 0.0010
C -0.820 1.563 -0.842 0.1 0.1 0.1 -0.0408
H 1.899 -2.593 -0.484 0.0 0.0 0.1 -0.0042
C -0.172 0.922 0.214 -0.1 0.1 -0.1 0.1412
C 1.611 -2.551 -1.527 0.0 0.1 -0.1 0.0081
N 1.774 -1.197 -2.038 0.1 0.0 -0.1 0.0073
C -2.583 2.285 2.633 -0.1 -0.2 -0.1 0.0052
N -2.902 2.154 -3.588 0.1 -0.1 0.2 0.0161
Se -1.191 -0.443 4.051 0.0 0.0 -0.1 0.5014
C -1.770 0.907 -1.612 -0.1 0.2 -0.3 0.0460
H 3.134 -0.442 -4.243 0.0 0.0 -0.1 0.0004
H 0.232 -0.527 -3.306 0.0 0.0 0.0 0.0014
C 2.154 0.024 -4.108 0.1 -0.1 0.0 0.0001
C 3.432 1.978 -1.198 0.1 -0.1 -0.2 0.0111
N -3.100 0.938 2.367 0.0 0.4 -0.1 0.0198
C -2.096 -0.423 -1.326 -0.3 -0.2 -0.2 0.0201
I 2.529 0.291 4.741 0.0 0.0 0.1 0.1301
H -0.577 2.595 -1.067 0.0 0.0 0.0 -0.0256
N -3.394 -1.195 2.383 -0.1 -0.4 -0.1 0.0317
C -1.437 -1.075 -0.298 0.0 -0.1 0.1 0.0131
H 4.381 2.187 -1.699 0.0 0.0 0.0 0.0010
S 0.959 1.835 1.207 0.3 -0.4 0.1 0.4056
C -0.470 -0.426 0.472 -0.1 -0.1 0.0 -0.0057
H -3.480 -2.791 3.752 0.0 0.0 0.0 0.0003
H -5.084 -1.275 1.038 0.1 0.0 0.1 0.0007
H 1.753 0.266 -5.091 0.0 0.0 0.0 -0.0009
H 2.226 -3.254 -2.096 0.0 0.0 0.0 0.0009
C 2.305 1.273 -3.274 0.0 0.0 0.2 -0.0009
C -4.356 -0.663 1.547 0.1 -0.3 0.1 0.0119
C 4.637 0.147 4.537 0.0 0.0 0.0 -0.0153
H 1.178 -1.888 -3.903 0.0 0.0 0.0 0.0002
H 1.370 1.843 -3.253 0.0 0.0 0.0 0.0006
H -3.424 2.964 2.744 0.0 0.0 0.0 0.0001
H 3.626 1.679 -0.177 0.0 0.0 0.0 -0.0055
H -2.227 -2.937 2.512 0.0 0.0 0.0 -0.0019
H -2.003 2.263 3.548 0.0 0.0 0.1 0.0009
S 0.341 -1.334 1.727 0.2 0.1 0.1 0.5433
H -4.713 1.450 1.027 0.1 0.0 0.0 0.0016
H 0.566 -2.849 -1.623 0.0 0.0 0.0 -0.0041
H 4.969 -0.770 5.002 0.0 0.0 0.1 0.0048
H -1.946 2.609 1.815 0.0 0.0 -0.1 0.0023
C -3.248 -2.620 2.704 0.0 0.2 -0.1 0.0080
C -3.132 -1.126 -2.052 0.1 0.1 0.1 0.0003
C -2.618 -0.211 2.878 -0.2 0.0 -0.1 -0.0328
N -3.970 -1.709 -2.581 0.2 0.1 0.1 0.0006
H 5.098 1.023 4.973 0.0 0.0 0.0 0.0030
O 2.936 -0.562 -0.199 0.3 0.0 -0.2 0.0216
Ir 2.316 0.085 1.931 -0.8 0.3 -0.3 2.1095
H 3.072 1.923 -3.693 0.0 0.0 0.0 0.0003
C 2.496 -0.281 -1.347 -0.3 0.0 0.1 0.0123
H -3.938 -3.177 2.077 0.0 0.0 0.0 0.0005
```
Forces are in eV/Å.

Number 1: total energy -342.22878 Eh. Number 2: total energy -787.06410 Eh. Number 3: total energy -2409.64393 Eh. Number 4: total energy -5077.57702 Eh.